Entry 1:
{"formula": "C22H55AlN3O3", "method": "ωB97M-V with the def2-TZVPD basis set", "elements": ["Al", "O", "O", "O", "N", "N", "N", "C", "C", "C", "C", "C", "C", "C", "C", "C", "C", "C", "C", "C", "C", "C", "C", "C", "C", "C", "C", "C", "C", "H", "H", "H", "H", "H", "H", "H", "H", "H", "H", "H", "H", "H", "H", "H", "H", "H", "H", "H", "H", "H", "H", "H", "H", "H", "H", "H", "H", "H", "H", "H", "H", "H", "H", "H", "H", "H", "H", "H", "H", "H", "H", "H", "H", "H", "H", "H", "H", "H", "H", "H", "H", "H", "H", "H"], "coordinates": [[-3.86423, 4.86007, 0.44079], [0.09716, 6.45895, 0.73638], [0.85671, 6.02922, -1.34387], [-4.09457, 3.09434, 0.18480], [-2.31680, 0.49895, 3.62267], [1.83056, 0.97785, -3.12663], [0.01992, -4.88029, -1.50481], [1.66113, 4.67601, 0.45862], [1.10789, -3.02211, -0.11738], [-1.75449, 1.26491, 4.71696], [3.44816, -0.11028, -1.46585], [1.52494, -6.34195, -0.03795], [-3.73125, 0.18446, 3.72469], [1.76052, 2.38900, -2.77471], [2.61222, 0.71222, -4.31756], [0.83675, 5.78301, -0.15850], [-4.14945, -0.97065, 4.64523], [-1.93123, 5.23327, -0.11578], [-0.12546, -3.61045, -0.81363], [0.82250, -6.04262, -3.54333], [0.91696, -4.81916, -2.64425], [-1.51350, 0.54551, 6.05126], [-1.36400, 6.50043, 0.46526], [2.02727, 0.05455, -2.02330], [-1.88006, -1.08342, 1.77378], [0.15201, -6.05528, -0.66178], [-1.44727, -0.54939, 3.13117], [3.06038, 3.10360, -2.38834], [2.41677, -0.69758, -4.85627], [-0.48385, -2.88345, -1.54832], [-0.21014, -6.21607, -3.84893], [3.75168, 0.73531, -0.85044], [-0.99336, -0.40399, 5.91258], [-1.36995, 4.34802, 0.21683], [-0.59693, -5.97233, 0.12971], [1.74602, -5.68217, 0.79962], [0.63477, -3.93568, -3.22309], [1.98800, -3.03302, -0.76221], [1.55143, -7.36736, 0.33664], [3.85811, 2.91991, -3.11077], [1.51172, 4.63568, 1.53949], [1.32063, 2.91498, -3.62634], [-2.81864, -1.63631, 1.82893], [2.28445, 1.42680, -5.07757], [-1.91450, 5.28655, -1.21139], [1.66788, -0.92960, -2.33680], [-2.44290, 0.34985, 6.58540], [-1.33300, -1.39533, 3.83207], [3.69206, 0.88947, -4.17637], [2.87829, 4.17919, -2.35820], [-4.93664, 5.69829, -0.43715], [-3.38961, 2.63318, 0.65696], [1.03546, 2.49211, -1.96414], [-5.17829, -1.26010, 4.42179], [1.35701, -0.90631, -5.00909], [-1.55966, 7.34783, -0.20404], [-2.40156, 2.12926, 4.88453], [-1.77476, 6.73906, 1.45252], [-1.12033, -1.76509, 1.38870], [2.32907, -6.24014, -0.76854], [3.41439, 2.80765, -1.40066], [1.35506, 0.36433, -1.21940], [-3.97782, 5.17239, 2.04135], [1.35171, -3.55379, 0.80247], [-0.93278, -3.71462, -0.08428], [2.82174, -1.45499, -4.18359], [4.18403, -0.22835, -2.26344], [2.72431, 4.82594, 0.25372], [3.49564, -1.00510, -0.84077], [-4.23911, 1.10117, 4.03122], [-2.00491, -0.26897, 1.05933], [0.91547, -1.98197, 0.15204], [1.97115, -4.67268, -2.35631], [-4.10944, -0.69876, 5.69967], [1.42570, -5.88916, -4.43913], [2.93097, -0.80278, -5.81300], [1.19152, -6.94419, -3.05256], [-4.10353, -0.01773, 2.71868], [-0.89166, 1.16994, 6.69646], [-3.52228, -1.85282, 4.49970], [-0.14393, -6.92734, -1.25029], [-0.45252, -0.10563, 3.02596], [1.33428, 3.72471, 0.02531], [-0.79991, 1.67098, 4.36748]], "atomic_forces_ev_per_a": [[0.0, -0.4, 0.0], [0.1, -0.6, 0.1], [0.0, -0.2, 0.4], [0.2, 0.1, 0.1], [0.0, 0.0, 0.1], [0.0, 0.0, 0.0], [0.0, 0.0, 0.0], [0.1, 0.1, 0.4], [0.0, 0.0, 0.1], [0.1, 0.1, 0.0], [0.0, 0.0, 0.0], [0.0, 0.0, 0.0], [-0.1, 0.1, -0.1], [-0.1, 0.1, 0.0], [0.0, 0.0, 0.0], [0.0, 0.4, -0.4], [0.0, 0.0, 0.0], [-0.3, 0.3, -0.1], [0.0, 0.1, 0.0], [0.0, 0.0, 0.0], [0.0, 0.0, 0.0], [0.0, 0.0, 0.0], [-0.3, 0.2, -0.2], [0.0, -0.1, 0.0], [0.0, 0.0, 0.0], [0.0, -0.1, 0.0], [0.0, 0.0, -0.1], [0.0, 0.0, 0.0], [0.0, 0.0, 0.0], [0.0, 0.0, 0.0], [0.0, 0.0, 0.0], [0.0, 0.0, 0.0], [0.0, 0.0, 0.0], [-0.1, 0.1, 0.0], [0.0, 0.0, 0.0], [0.0, 0.0, 0.0], [0.0, 0.0, 0.0], [0.0, 0.0, 0.0], [0.0, 0.0, 0.0], [0.0, 0.0, 0.0], [0.0, 0.0, -0.2], [0.0, 0.0, 0.0], [0.0, 0.0, 0.0], [0.0, 0.0, 0.0], [0.2, -0.2, 0.1], [0.0, 0.0, 0.0], [0.0, 0.0, 0.0], [0.0, 0.0, 0.0], [0.0, 0.0, 0.0], [0.0, 0.0, 0.0], [0.0, 0.0, 0.0], [-0.3, 0.0, -0.1], [0.0, 0.0, 0.0], [0.0, 0.0, 0.0], [0.0, 0.0, 0.0], [0.1, -0.1, 0.2], [0.0, 0.0, 0.0], [0.2, -0.1, -0.1], [0.0, 0.0, 0.0], [0.0, 0.0, 0.0], [0.0, 0.0, 0.0], [0.0, 0.0, 0.0], [0.0, 0.1, 0.1], [0.0, 0.0, 0.0], [0.0, 0.0, 0.0], [0.0, 0.0, 0.0], [0.0, 0.0, 0.0], [-0.1, -0.1, -0.1], [0.0, 0.0, 0.0], [0.0, 0.0, 0.0], [0.0, 0.0, 0.0], [0.0, 0.0, 0.0], [0.0, 0.0, 0.0], [0.1, 0.0, 0.0], [0.0, 0.0, 0.0], [0.0, 0.0, 0.0], [0.0, 0.0, 0.0], [0.0, 0.0, 0.0], [0.0, 0.0, 0.0], [0.0, 0.0, 0.0], [0.0, 0.0, 0.0], [0.0, 0.0, 0.0], [0.1, 0.2, 0.0], [0.0, 0.0, 0.0]], "mulliken_charge": [0.222, -0.438, -0.596, -0.594, 0.262, 0.271, 0.115, -0.753, -1.036, -0.728, -1.122, -0.960, -0.829, -0.668, -0.331, 0.790, -1.054, -0.441, -0.812, -1.534, -0.142, -0.991, -0.468, -0.431, -0.998, -0.746, -0.386, -0.933, -1.406, 0.332, 0.345, 0.314, 0.263, 0.023, 0.357, 0.279, 0.390, 0.306, 0.387, 0.371, 0.364, 0.286, 0.369, 0.460, 0.415, 0.021, 0.217, 0.195, 0.283, 0.407, -0.308, 0.226, 0.337, 0.383, 0.312, 0.216, 0.386, 0.313, 0.072, 0.239, 0.092, 0.302, -0.284, 0.325, 0.475, 0.248, 0.247, 0.348, 0.440, 0.480, 0.229, 0.370, 0.200, 0.264, 0.449, 0.477, 0.303, 0.371, 0.413, 0.248, 0.404, 0.395, -0.015, 0.396], "orbital_gap_ha": 0.2576, "charge": -1, "e_homo_ev": -4.807, "molar_mass_g_mol": 436.68}

=====

Entry 2:
{"formula": "CF5NO", "method": "ωB97M-V with the def2-TZVPD basis set", "elements": ["F", "F", "F", "F", "F", "O", "N", "C"], "coordinates": [[-2.70082, -1.05825, -0.89095], [-1.18882, -1.61600, 0.33908], [2.43719, 1.68480, -0.77329], [2.64969, -0.27275, 0.74711], [0.94149, 0.37857, -0.29683], [-1.96530, 0.48168, 0.48745], [1.79532, 1.00045, 0.33990], [-1.96874, -0.59850, 0.04753]], "atomic_forces_ev_per_a": [[-1.8, 0.0, -1.6], [0.8, 0.2, 1.0], [0.2, -1.1, 1.9], [-0.6, 2.8, -0.9], [-3.7, -1.8, -1.8], [0.1, 0.3, 0.4], [4.1, 0.2, 0.8], [0.9, -0.4, 0.2]], "mulliken_charge": [-0.165, -0.170, -0.158, -0.261, -0.005, -0.357, 0.417, 0.699], "smiles": "O=C(F)F.FN(F)F", "orbital_gap_ha": 0.4656, "charge": 0, "e_homo_ev": -13.150, "molar_mass_g_mol": 137.01}

=====

Entry 3:
{"formula": "C12H23AgCl10NiO4", "method": "ωB97M-V with the def2-TZVPD basis set", "elements": ["Ag", "Ni", "Cl", "Cl", "Cl", "Cl", "Cl", "Cl", "Cl", "Cl", "Cl", "Cl", "O", "O", "O", "O", "C", "C", "C", "C", "C", "C", "C", "C", "C", "C", "C", "C", "H", "H", "H", "H", "H", "H", "H", "H", "H", "H", "H", "H", "H", "H", "H", "H", "H", "H", "H", "H", "H", "H", "H"], "coordinates": [[0.14385, -0.84079, 0.58165], [2.69395, -2.46558, 1.98835], [1.14893, 1.42913, -0.92837], [-1.27267, 1.46006, 1.61391], [4.38816, 1.14159, -3.84210], [-0.83011, -1.65401, 3.80185], [4.76276, 0.67336, -0.64560], [1.59417, 4.39216, 0.59061], [-4.76597, -2.75382, -3.58142], [-2.21678, -1.85769, 0.98681], [-1.70407, -0.29038, -1.83230], [-4.28806, 0.92301, 1.08011], [1.82244, -0.47461, 2.09669], [0.80840, -2.35055, -0.91561], [2.69114, -2.99337, 0.01360], [1.01252, -3.01306, 0.96558], [1.48317, -3.14652, -0.18646], [-2.46019, -2.31636, 3.59418], [-2.62107, -3.06203, 2.20457], [-3.80691, 2.40383, 1.81688], [-3.87979, -1.64066, -2.55494], [-2.41012, 2.84191, 1.38557], [-2.47311, -1.34094, -3.04535], [1.62039, 4.16836, -1.20245], [2.16159, 2.71790, -1.57923], [3.96082, -0.37973, -2.99144], [2.11498, 0.74139, 2.66861], [4.86609, -0.62450, -1.78773], [2.20018, 4.97169, -1.65700], [-1.89584, -3.87076, 2.11468], [5.88330, -0.81810, -2.12818], [-3.85826, 2.28269, 2.89891], [-4.42530, -0.76480, -2.20369], [-2.40729, 3.15261, 0.34080], [3.79498, -1.12847, -3.76603], [-2.63151, -2.99803, 4.42729], [2.18740, 1.45921, 1.85155], [1.32458, 1.00413, 3.37170], [-2.01051, 3.69389, 1.93560], [4.62648, -1.52868, -1.22813], [2.97987, -0.23276, -2.53954], [0.59740, 4.32171, -1.54609], [3.05733, 0.64538, 3.20792], [-3.14098, -1.48339, 3.76959], [-3.64911, -3.36967, 2.01327], [-4.59681, 3.07877, 1.48733], [3.19078, 2.59812, -1.24085], [-3.69719, -2.17437, -1.62225], [2.19287, 2.59791, -2.66216], [-2.41638, -0.89035, -4.03624], [-1.85051, -2.23478, -3.08444]], "atomic_forces_ev_per_a": [[-0.7, 0.7, 0.0], [-1.2, 0.2, -1.3], [-0.1, -0.1, 0.1], [0.1, 0.4, 0.2], [0.1, -0.2, 0.0], [0.4, 0.0, 0.1], [0.3, 0.7, 0.8], [0.1, 0.0, -0.5], [-0.2, 0.2, -0.4], [-0.7, 0.0, -1.1], [0.1, 0.6, -0.1], [-0.4, -1.5, -0.6], [0.1, -1.3, -0.3], [-0.1, -2.8, -4.5], [7.0, -2.1, -1.9], [-3.7, -3.4, 7.4], [-1.7, 8.2, 0.1], [-0.7, -1.1, -0.3], [0.6, 1.2, 1.8], [0.2, 1.0, 0.6], [1.0, -0.4, 1.6], [-0.3, 0.2, -0.4], [0.0, -0.4, -0.6], [-0.1, -1.4, -0.1], [0.2, 2.3, -0.1], [-1.2, 0.5, 0.8], [1.3, -0.7, 0.5], [0.7, -1.8, -1.5], [0.4, -0.3, 0.2], [-0.3, 0.0, 0.1], [0.2, 0.6, 0.2], [0.0, 0.0, -0.1], [-0.2, 0.1, -0.9], [0.1, -0.5, -0.1], [0.8, -0.3, 0.4], [0.2, -0.2, -0.2], [-0.3, 0.5, -0.1], [-0.4, 0.3, -0.1], [-0.2, -0.3, 0.3], [-0.6, 0.0, -0.3], [-0.2, 0.2, -0.3], [0.0, -0.3, 0.1], [0.1, 0.4, 0.1], [-0.1, -0.1, -0.6], [0.2, -0.1, 0.2], [0.5, 0.6, 0.3], [-0.3, -0.1, 0.2], [-0.2, -0.2, 0.1], [-0.2, 0.1, 0.1], [-0.1, 0.3, 0.2], [-0.3, -0.1, 0.1]], "mulliken_spin": [0.070, 1.299, 0.000, -0.004, 0.000, 0.000, 0.000, 0.001, 0.000, 0.003, 0.000, 0.000, 0.768, 0.129, 0.262, 0.373, -0.019, 0.000, 0.000, 0.000, 0.000, 0.000, 0.000, 0.000, 0.000, 0.001, 0.022, 0.000, 0.000, 0.001, 0.000, 0.000, 0.000, 0.000, 0.000, 0.000, 0.038, 0.059, 0.000, -0.003, -0.001, 0.000, 0.001, 0.000, 0.000, 0.000, 0.000, 0.000, 0.000, 0.000, 0.000], "orbital_gap_ha": [0.3034, 0.1910], "charge": 1, "e_homo_ev": [-12.605, -12.048], "spin_multiplicity": 4, "s_squared": 3.7657, "molar_mass_g_mol": 752.40}

=====

Entry 4:
{"formula": "C25H28AuBrN3O2S3", "method": "ωB97M-V with the def2-TZVPD basis set", "elements": ["Au", "Br", "S", "S", "S", "O", "O", "N", "N", "N", "C", "C", "C", "C", "C", "C", "C", "C", "C", "C", "C", "C", "C", "C", "C", "C", "C", "C", "C", "C", "C", "C", "C", "C", "C", "H", "H", "H", "H", "H", "H", "H", "H", "H", "H", "H", "H", "H", "H", "H", "H", "H", "H", "H", "H", "H", "H", "H", "H", "H", "H", "H", "H"], "coordinates": [[-1.17160, 0.36291, 0.43334], [2.98503, -1.24989, 4.04169], [2.40952, 1.27937, -0.46967], [-1.91216, 2.35527, 1.33075], [-1.84530, 0.68530, -2.77352], [1.02412, 0.61271, -0.56127], [-2.19076, 0.85660, -1.24584], [-4.28465, 2.10601, 2.71460], [-0.55843, -0.44621, 2.18664], [-4.53431, 2.29482, 0.57800], [-5.78045, 2.24333, 1.10280], [-0.94367, -2.69286, -4.65528], [3.41882, -1.24923, 0.00514], [-0.90611, -1.83607, -2.00930], [4.55130, 0.63278, 1.05020], [4.35860, -2.10509, 0.54747], [1.16995, -1.20172, 3.62439], [0.74345, -0.50794, 2.50098], [-1.48066, -1.05372, 2.95705], [-0.37080, 1.73270, -3.03640], [-3.60405, 2.20853, 1.55355], [-1.11104, -1.76809, 4.07617], [5.49772, -0.23899, 1.57580], [-3.69451, 2.07401, 4.05959], [5.39791, -1.59877, 1.32594], [3.53186, 0.11557, 0.25941], [2.13046, 1.90572, -3.16284], [0.22883, -1.84498, 4.42145], [3.07076, 1.24890, -2.16024], [-5.61999, 2.13035, 2.46009], [0.90229, 1.02278, -3.46792], [-0.52314, -3.12828, -2.32168], [-0.53509, -3.55138, -3.64595], [-1.34550, -1.40075, -4.34879], [-1.30471, -0.97842, -3.02418], [-2.75517, 1.53043, 4.02240], [6.13354, -2.27524, 1.74028], [-0.90587, -1.53632, -0.95953], [2.62011, -1.62610, -0.62325], [-0.23718, -4.56241, -3.88752], [-3.52249, 3.09350, 4.39850], [3.30394, 0.21515, -2.41778], [-1.69716, -0.74214, -5.13429], [0.86174, 0.75715, -4.52389], [-1.86770, -2.26011, 4.67093], [-6.67670, 2.29689, 0.50865], [4.62027, 1.69778, 1.23514], [4.30571, -3.16652, 0.34674], [-0.24820, 2.17907, -2.04823], [0.54303, -2.39566, 5.29862], [-4.29637, 2.38972, -0.40145], [-0.97196, -3.03199, -5.68125], [-6.35857, 2.07920, 3.24224], [-0.69213, 2.50581, -3.73419], [-2.51266, -0.96994, 2.64566], [1.82902, 2.88480, -2.78007], [0.99026, 0.09646, -2.90491], [2.69290, 2.11198, -4.07278], [-0.22199, -3.80991, -1.53808], [-4.39553, 1.57445, 4.72172], [6.31000, 0.14819, 2.17540], [1.43810, -0.00412, 1.84640], [4.00732, 1.80459, -2.06761]], "atomic_forces_ev_per_a": [[0.3, -0.2, -0.4], [0.0, 0.0, 0.0], [0.0, 0.0, -0.2], [-0.1, 0.1, 0.4], [0.1, -0.1, 0.1], [0.1, -0.2, 0.1], [-0.1, 0.1, -0.1], [0.0, 0.0, 0.1], [0.0, 0.1, 0.0], [0.0, 0.0, -0.1], [0.1, 0.0, 0.0], [0.0, 0.0, 0.0], [0.0, 0.1, -0.1], [0.0, 0.0, 0.0], [0.0, 0.0, -0.1], [0.1, 0.0, 0.0], [-0.1, 0.0, 0.0], [0.1, 0.0, 0.2], [-0.1, -0.1, 0.0], [0.0, -0.1, 0.2], [-0.1, 0.0, -0.2], [-0.1, 0.1, -0.1], [0.0, 0.0, 0.0], [0.0, 0.0, 0.0], [0.0, 0.0, 0.0], [0.0, 0.0, 0.1], [0.0, 0.0, 0.1], [0.1, 0.0, 0.0], [0.0, 0.1, 0.1], [0.0, 0.0, 0.0], [0.0, 0.0, 0.0], [0.0, 0.0, 0.0], [0.0, 0.0, 0.0], [0.0, 0.0, 0.0], [-0.1, 0.0, -0.1], [0.0, 0.0, 0.0], [0.0, 0.0, 0.0], [0.0, 0.0, 0.0], [0.0, 0.0, 0.0], [0.0, 0.0, 0.0], [0.0, 0.0, 0.0], [0.0, 0.0, 0.0], [0.0, 0.0, 0.0], [0.0, 0.1, 0.0], [0.0, 0.0, 0.0], [0.0, 0.0, 0.0], [0.0, 0.0, 0.0], [0.0, 0.0, 0.0], [0.0, 0.1, 0.0], [0.0, 0.0, 0.0], [0.0, 0.0, 0.0], [0.0, 0.0, 0.0], [0.0, 0.0, 0.0], [0.0, 0.0, 0.0], [0.0, 0.0, 0.0], [0.0, 0.0, -0.1], [0.0, 0.0, -0.1], [0.0, -0.1, 0.0], [0.0, 0.0, 0.0], [0.0, 0.0, 0.0], [0.0, 0.0, 0.0], [0.0, 0.0, 0.0], [0.0, 0.0, 0.0]], "mulliken_charge": [0.788, -0.018, 0.081, -0.171, 0.041, -0.265, -0.381, 0.213, 0.025, 0.109, -0.484, -0.657, -0.098, 0.190, -0.252, -0.728, -0.317, 0.427, -0.256, -0.652, -0.017, -0.906, -0.767, -0.720, -0.568, 0.344, -1.203, -0.092, -0.851, -0.107, -0.234, -0.977, -0.569, -0.417, 0.731, 0.286, 0.445, 0.209, 0.406, 0.440, 0.323, 0.491, 0.477, 0.670, 0.471, 0.442, 0.489, 0.464, 0.249, 0.501, 0.179, 0.448, 0.484, 0.596, 0.634, 0.421, 0.122, 0.433, 0.490, 0.341, 0.455, 0.208, 0.581], "orbital_gap_ha": [0.1712, 0.1712], "charge": 3, "e_homo_ev": [-16.553, -16.553], "molar_mass_g_mol": 775.59}